# C66H58CaFN10O3P

C66H58CaFN10O3P as an isolated structure at a distorted geometry (the ωB97M-V functional and the def2-TZVPD basis, the OMol25 dataset).

Last column: Mulliken charge in e.
Positions of all 140 atoms, in Å:
Ca -0.83901 -1.01522 0.77096  3.58
C 4.18118 -2.13286 0.87242  -1.33
C 3.03902 -1.70608 0.20774  0.00
N 2.21255 -0.81887 0.73427  1.55
C 2.50604 -0.38264 1.95932  0.64
C 3.60880 -0.87345 2.65167  -1.10
N 4.45290 -1.73837 2.10724  -0.54
C 1.65978 0.67845 2.53734  -0.81
C 2.28658 1.71451 3.22056  -0.88
C 1.53056 2.70707 3.83511  0.87
C 0.14981 2.58409 3.70436  -1.07
C -0.40692 1.53283 2.98257  -1.37
N 0.33588 0.58547 2.40320  1.47
C -1.88056 1.40872 2.92358  0.57
C -2.71124 2.53343 2.94131  -0.51
N -4.02566 2.43431 3.05167  -0.60
C -4.53879 1.21272 3.05872  -0.87
C -3.72913 0.09183 2.94649  -0.17
N -2.40619 0.18355 2.91684  0.22
C 2.16172 3.77648 4.64299  0.80
C 3.54358 3.84013 4.82832  -0.11
C 4.07643 4.78947 5.68389  -0.57
N 3.34627 5.67732 6.34977  -0.62
C 2.03390 5.64555 6.14932  -0.46
C 1.40459 4.73543 5.31635  -0.65
H 4.88164 -2.81830 0.41292  0.51
H 2.80896 -2.05074 -0.79313  0.16
H 3.82436 -0.58235 3.67401  0.63
H 3.36582 1.71766 3.25456  0.15
H -0.52108 3.28590 4.17485  0.72
H -2.31598 3.53775 2.85354  0.50
H -5.61539 1.13911 3.15237  0.42
H -4.14807 -0.90819 2.92487  0.53
H 4.21223 3.15799 4.32432  0.41
H 5.14551 4.83338 5.85856  0.39
H 1.45754 6.38146 6.69858  0.38
H 0.33037 4.78255 5.21456  0.38
C -1.63338 -3.51844 2.56497  -1.49
N -0.44926 -2.65248 2.65772  1.87
C -0.35461 -2.10711 4.00751  -1.42
C 0.71207 -3.39376 2.23441  -0.05
C 1.62162 -3.92328 3.13527  -0.01
C 2.69133 -4.70646 2.71667  -0.97
C 2.84967 -4.94370 1.36443  -1.21
C 1.97842 -4.38275 0.44716  0.10
C 0.87179 -3.59308 0.83217  -1.02
N 0.05132 -2.90964 -0.03219  1.42
C -0.09622 -3.31761 -1.33945  -1.08
C 0.01327 -4.66876 -1.73683  -0.67
C -0.07808 -5.07297 -3.05381  -0.97
C -0.30408 -4.13716 -4.05067  -1.06
C -0.53380 -2.82191 -3.67900  -0.02
C -0.47817 -2.39989 -2.35502  -0.56
N -0.86141 -1.05100 -2.01261  1.82
C 0.26229 -0.12676 -1.97367  -1.32
C -1.89039 -0.50517 -2.88852  -1.73
H -1.57001 -4.34891 3.28169  0.40
H -2.52809 -2.92929 2.76762  0.27
H -1.70622 -3.92837 1.56037  0.23
H -0.42778 -2.88233 4.78308  0.46
H 0.59095 -1.57855 4.12742  0.42
H -1.16791 -1.40011 4.15230  0.10
H 1.50998 -3.73641 4.19533  0.41
H 3.37705 -5.12578 3.44053  0.40
H 3.67669 -5.54884 1.01128  0.43
H 2.16854 -4.53819 -0.60518  0.55
H 0.15233 -5.41090 -0.96244  0.60
H 0.03225 -6.12110 -3.30384  0.44
H -0.33571 -4.42816 -5.09230  0.45
H -0.77098 -2.10522 -4.45503  0.39
H 0.73194 0.00381 -2.96173  0.42
H -0.09963 0.84386 -1.64006  0.63
H 0.99204 -0.49761 -1.25780  -0.21
H -1.49403 -0.19762 -3.86723  0.53
H -2.67988 -1.24145 -3.04228  0.60
H -2.30600 0.38273 -2.41609  0.04
C -6.30318 1.55352 -3.46050  -1.63
C -6.85052 0.34939 -2.69330  0.41
C -7.39197 -0.65930 -3.70004  -1.04
C -7.80211 -1.95401 -3.01681  -1.16
C -6.59788 -2.52669 -2.32731  0.82
C -6.39342 -3.88517 -2.26159  -0.74
C -5.26639 -4.39348 -1.62181  -0.18
F -5.08969 -5.72547 -1.60630  -0.37
C -4.37370 -3.57320 -0.99459  -0.34
C -4.57876 -2.18761 -1.03227  0.57
C -3.64664 -1.33007 -0.29603  -0.05
O -2.77573 -1.82810 0.43420  -1.08
C -3.86870 0.07940 -0.46717  -0.11
C -4.92210 0.51847 -1.20388  -0.67
N -5.80430 -0.27207 -1.84997  0.32
C -5.66096 -1.64819 -1.74797  -0.42
C -2.88520 1.15701 0.01994  -0.03
O -3.32241 2.30498 0.12947  -0.91
O -1.69360 0.77969 0.21437  -0.44
H -7.03319 1.86692 -4.20529  0.42
H -5.38433 1.27555 -3.97875  0.33
H -6.09124 2.40473 -2.81831  0.52
H -7.66304 0.67580 -2.03475  0.17
H -6.61274 -0.87583 -4.43625  0.34
H -8.23720 -0.21191 -4.22238  0.43
H -8.18707 -2.66779 -3.74489  0.43
H -8.59755 -1.76049 -2.29040  0.33
H -7.10140 -4.57026 -2.70935  0.50
H -3.50347 -3.95668 -0.47898  0.55
H -5.05324 1.58743 -1.28064  0.77
C 5.95169 3.60248 1.81273  -0.72
C 4.83909 4.29146 1.35352  -0.56
C 3.95466 3.68735 0.46927  -0.68
C 4.18049 2.38553 0.03058  0.12
C 5.27338 1.68143 0.54390  -0.45
C 6.16144 2.28661 1.41719  -0.84
P 3.04459 1.45709 -1.06919  2.50
C 2.15233 2.83326 -1.90534  0.75
C 2.52021 3.39632 -3.12353  -0.91
C 1.75185 4.40700 -3.68517  -0.67
C 0.60781 4.85663 -3.04366  -0.81
C 0.21991 4.28501 -1.83942  -0.51
C 0.98912 3.28084 -1.27429  -0.95
C 4.22002 0.95389 -2.39503  -0.23
C 5.40209 1.62997 -2.69677  -0.29
C 6.19933 1.21316 -3.75157  -0.73
C 5.82757 0.12291 -4.52600  -0.60
C 4.66299 -0.56532 -4.22518  -1.02
C 3.87049 -0.15656 -3.16241  -0.23
H 6.66236 4.08872 2.46902  0.40
H 4.66339 5.31209 1.67045  0.46
H 3.09096 4.23344 0.11201  0.44
H 5.42480 0.65127 0.23839  0.54
H 7.02237 1.73834 1.77875  0.44
H 3.40575 3.04607 -3.63610  0.36
H 2.05404 4.84363 -4.62886  0.42
H 0.01415 5.64674 -3.48500  0.37
H -0.68458 4.61321 -1.34345  0.53
H 0.67904 2.82402 -0.33882  0.59
H 5.70534 2.48422 -2.10513  0.49
H 7.11669 1.74354 -3.97407  0.42
H 6.44251 -0.19145 -5.35906  0.39
H 4.36213 -1.42069 -4.81655  0.48
H 2.96784 -0.70855 -2.92990  0.38

Atomic forces in eV per Å
2.04 -0.31 0.95
0.01 0.09 0.07
0.13 0.20 -0.19
-0.26 -0.20 0.54
0.21 -0.19 -0.14
0.02 0.06 0.01
0.16 -0.04 -0.04
-0.01 0.22 0.26
-0.05 0.04 0.03
-0.12 -0.34 -0.23
-0.02 0.08 -0.06
0.28 0.13 0.08
0.06 0.16 0.05
-0.41 0.07 0.17
0.06 -0.10 0.02
-0.12 0.09 0.04
0.10 0.09 0.00
-0.07 -0.13 0.15
0.13 0.17 -0.17
0.14 0.30 0.29
-0.11 -0.11 -0.06
0.00 0.03 0.00
0.05 0.08 0.04
0.02 0.03 0.01
-0.01 -0.10 -0.08
-0.07 -0.04 -0.07
-0.04 -0.09 -0.01
-0.11 0.11 -0.01
0.02 0.04 -0.04
0.02 0.00 0.04
0.10 -0.04 0.02
0.00 -0.12 -0.02
-0.02 0.01 -0.06
0.03 -0.01 0.02
0.02 -0.03 -0.07
-0.07 -0.01 -0.06
-0.02 -0.01 0.03
-0.09 -0.10 0.02
0.09 -0.16 0.30
0.02 0.00 0.07
0.08 -0.16 -0.25
0.02 -0.03 0.05
0.05 -0.04 0.04
-0.06 -0.05 0.02
-0.19 -0.17 0.05
0.31 -0.23 -0.06
0.32 -0.70 -0.36
-0.06 -0.27 -0.10
-0.03 0.07 0.04
0.05 0.02 -0.04
-0.04 -0.05 -0.05
0.03 0.00 -0.04
-0.02 -0.19 -0.07
0.00 -0.25 -0.08
-0.02 -0.11 0.05
0.04 0.09 0.04
0.03 0.07 0.03
-0.02 -0.03 0.01
-0.02 0.05 -0.02
0.06 -0.02 -0.05
0.00 -0.01 0.02
-0.01 -0.02 0.02
-0.09 0.00 -0.01
0.01 0.03 0.01
0.01 0.01 -0.01
-0.03 0.00 -0.02
0.06 -0.01 -0.02
-0.02 -0.02 0.03
-0.04 0.01 -0.01
-0.01 0.04 0.04
0.02 -0.07 0.03
0.06 0.07 0.05
0.18 0.07 -0.06
0.00 -0.07 -0.01
-0.03 0.04 -0.01
0.02 0.04 -0.07
0.05 -0.04 0.18
-0.12 0.18 -0.36
-0.05 -0.13 0.24
0.11 0.06 -0.10
-0.19 -0.03 -0.08
0.08 0.04 0.00
0.04 0.15 0.13
0.01 -0.02 -0.01
0.00 -0.11 -0.02
-0.03 0.05 0.00
-0.62 0.47 -0.34
-1.30 -0.54 -0.15
0.50 0.00 0.31
-0.11 -0.12 0.02
0.15 0.13 0.06
0.14 -0.39 0.14
-0.66 0.30 -0.29
0.10 -0.11 -0.09
-0.82 1.66 -0.58
-0.05 0.01 0.03
0.02 0.00 -0.02
-0.02 0.06 -0.04
0.01 -0.07 -0.01
-0.02 0.04 -0.05
0.03 0.07 0.00
-0.04 -0.02 0.03
-0.01 0.00 -0.01
-0.01 0.00 -0.03
-0.02 -0.03 0.02
-0.02 0.01 -0.04
0.05 0.01 0.03
0.00 0.05 0.02
0.02 -0.07 -0.04
-0.04 -0.12 0.17
-0.11 -0.02 0.01
0.00 0.00 0.01
0.22 0.67 -0.54
-0.03 -0.16 0.13
-0.03 0.04 0.07
0.05 0.01 -0.03
-0.03 0.00 -0.01
-0.01 0.09 0.05
0.07 -0.05 -0.02
-0.06 -0.02 0.12
0.01 -0.07 -0.04
0.08 0.04 -0.02
-0.04 -0.04 0.00
-0.04 -0.03 -0.06
0.02 0.03 0.06
-0.03 0.01 0.05
0.00 0.00 0.01
0.03 0.05 -0.03
0.09 0.00 0.01
-0.01 -0.01 0.02
0.01 0.01 -0.03
-0.02 0.01 -0.01
-0.02 -0.01 -0.01
-0.01 -0.01 0.01
-0.09 -0.02 -0.02
-0.02 0.03 0.01
-0.01 0.02 0.00
0.03 0.00 0.01
0.03 -0.01 0.00
-0.05 0.01 0.00

energy relative to the best compared isomer or geometry (same formula, charge and spin): 1.164 eV
electronic energy: -4442.17142 hartree
HOMO-LUMO gap: 5.46 eV
charge: 0